Formula: C66H165CrF6N9O34S2
Source: the Open Molecules 2025 dataset
Level of theory: ωB97M-V with the def2-TZVPD basis set

Each line ends with the Löwdin charge.
Geometry (Å):
H (-6.33673, -3.72463, -1.61635)  0.090
H (3.06904, -3.07863, -1.56456)  0.113
C (4.42873, 1.62528, 1.49145)  -0.158
H (0.80817, 0.90767, 2.52535)  0.080
H (-1.22578, 2.66702, 3.70567)  0.112
H (-2.57616, -5.68923, -0.81450)  0.128
H (-5.01803, -2.54863, 2.80677)  0.126
H (1.29721, 2.99322, 3.33876)  0.079
C (-2.59082, -3.99822, -7.70277)  -0.242
H (4.66203, 4.34084, 1.39810)  0.085
H (-2.00786, 4.13437, -7.40923)  0.075
O (-4.25307, -2.58967, -2.02618)  -0.280
C (-3.92698, -1.19503, 5.14354)  -0.060
O (-3.42882, -4.44971, 1.64437)  -0.398
C (-0.68944, -3.30443, -5.51613)  -0.071
H (4.80614, -1.05934, -8.12203)  0.086
H (-2.46256, 0.89350, -3.66401)  -0.010
O (4.33754, 0.23793, -2.78612)  -0.097
H (4.83732, 2.01585, 0.55945)  0.102
O (-6.35610, 3.24579, 1.43989)  -0.061
H (0.75060, -4.11376, -0.29223)  0.090
H (-5.89597, -1.12736, 2.41476)  0.123
N (0.67179, 4.10241, 4.94499)  -0.025
H (-4.84207, -1.68249, 5.47981)  0.090
C (-0.97434, -4.60100, -1.23632)  -0.131
H (-5.84678, 1.54190, 2.51546)  0.108
O (-1.61124, -0.29376, -2.78649)  -0.326
O (-4.87439, -0.97732, -6.04040)  -0.215
H (6.73234, -2.46532, 6.53959)  0.086
H (1.55098, -0.35356, -4.64355)  0.100
C (0.43492, -3.16560, 9.63008)  -0.282
C (1.41577, 3.08936, -0.58205)  -0.046
H (4.11387, -5.08308, -2.36412)  0.127
C (0.65892, 3.85373, 3.53924)  -0.211
H (2.34145, -7.05424, 2.02692)  0.083
H (2.56035, -4.47135, 10.66152)  0.093
H (2.90463, 6.18691, -6.20337)  0.091
C (-0.15800, 4.91595, -0.83469)  -0.199
H (-0.60800, 7.06476, -4.18323)  0.098
H (7.59702, -4.02672, 6.82620)  0.091
O (3.78950, -5.64904, 2.40868)  -0.185
H (1.36669, 8.90396, 4.30086)  0.089
N (2.56529, 1.50723, -4.71942)  -0.051
H (3.29717, 5.78374, -4.56311)  0.086
H (-1.22970, -0.41337, -4.64428)  0.037
H (-3.57602, -0.65037, 6.02005)  0.083
H (-1.63471, 2.75790, -5.01229)  0.092
H (4.38895, -1.73914, -2.81092)  0.038
H (6.04973, 0.52856, -1.66902)  0.119
H (-0.20581, -3.39257, 2.77300)  0.086
C (1.46654, 2.40433, -4.41156)  -0.181
C (0.37397, -0.41369, -0.94079)  -0.593
H (1.92900, 6.51138, 3.80775)  0.104
H (-6.20998, -2.25701, -6.98277)  0.128
C (-3.03055, -1.05413, 2.18355)  -0.140
H (-1.55123, 1.13136, -7.01733)  0.120
H (-0.55229, -0.60309, 6.43158)  0.118
C (-2.39367, 2.01730, -5.26443)  -0.167
O (1.18854, -4.24903, 9.19101)  -0.175
H (6.16917, 1.01666, 6.89246)  0.117
C (-0.22577, -4.40671, 0.09376)  -0.213
C (5.90252, -2.28939, 3.23900)  -0.191
H (2.03334, -0.37518, 2.83050)  0.077
H (2.74774, 4.45959, 4.93995)  0.106
H (-5.63097, -0.79709, -7.88832)  0.118
H (-3.19906, -1.94462, 4.83311)  0.070
H (-4.91458, 1.55056, -0.19830)  0.040
H (2.16946, 1.06995, 3.75623)  0.069
C (5.40610, 1.07589, -2.35769)  -0.221
O (2.11799, -5.30378, -2.14688)  -0.066
O (-0.88265, -3.37675, 0.78036)  -0.224
H (-0.16416, -2.17136, 5.65498)  0.106
H (-3.65821, 0.97688, 2.67685)  0.110
H (1.07636, 8.92932, 6.11794)  0.084
C (-2.99292, 4.44442, 2.63300)  -0.057
H (2.38830, -6.20232, -1.94398)  0.090
H (-1.82880, -3.30438, -8.05776)  0.111
S (-3.57894, -5.65487, 2.50455)  0.575
H (3.70528, 0.70038, -3.34108)  0.032
C (7.26549, -2.73075, 3.91391)  -0.166
H (-5.68503, -5.23499, -1.21722)  0.094
C (3.30406, -0.66262, -6.03580)  -0.133
S (-1.55513, -0.28320, -1.32244)  0.670
H (0.17967, 5.44440, 0.05684)  0.125
H (-2.18352, -0.70862, 1.59086)  0.094
C (-1.99634, -4.98463, -6.69056)  -0.184
N (0.78945, -1.79575, 7.57591)  -0.044
O (7.10163, -3.72916, 4.95936)  -0.173
H (-4.39615, -0.56739, 0.77578)  0.082
H (0.99698, 1.94660, -3.54088)  0.110
H (3.88049, -4.83503, 0.51235)  0.111
F (0.57968, 0.03899, 0.28953)  0.143
H (-0.48341, -3.46926, 7.77471)  0.119
O (-1.71573, -4.30882, -5.44503)  -0.215
H (3.79846, -2.41617, 1.45673)  0.108
F (-2.18930, -4.29023, 4.44746)  0.112
C (3.11550, -3.24104, -2.64139)  -0.251
O (-5.39280, 0.74657, 0.01742)  -0.088
C (-4.46861, 5.10135, -1.15566)  -0.272
H (3.86637, 0.70812, 1.31628)  0.116
H (6.22428, 0.59568, 2.12026)  0.105
H (4.40334, 4.03825, 3.03810)  0.079
H (1.62504, 0.18979, 5.79698)  0.104
H (-0.68531, -5.49871, -1.78283)  0.126
H (4.00355, -1.18463, -5.38286)  0.094
C (-5.36845, -1.59841, -7.19760)  -0.199
O (-2.05425, 0.94775, -0.74069)  -0.266
C (-4.22476, -2.38139, -7.89573)  -0.212
H (-2.66567, -5.84016, -6.60012)  0.123
C (-0.08403, -2.79895, 1.86698)  -0.029
O (-3.05116, 1.56934, -4.00808)  -0.088
C (3.46661, -4.61452, 1.49632)  -0.198
C (2.16297, 0.21334, -5.34512)  -0.148
H (7.11487, 1.98693, -3.08308)  0.120
H (5.10560, -2.01950, 3.93195)  0.100
H (-2.46278, 0.40553, 3.79713)  0.116
H (-0.41936, -1.80657, 2.16837)  0.064
C (-3.31298, 0.08289, 3.19617)  -0.178
C (-6.66900, 1.06545, 0.51612)  -0.206
F (-1.02278, -5.72629, 3.28153)  0.112
C (-6.15476, -4.36694, -0.75470)  -0.063
H (1.68604, 3.44231, 0.41318)  0.063
O (-0.95432, 5.17778, -6.02099)  -0.193
H (0.99000, -2.32079, 10.03785)  0.127
H (0.66039, 2.30499, -0.53450)  0.063
H (-6.22229, 0.55988, -6.20843)  0.095
O (-5.80174, 5.03492, -0.84312)  -0.038
H (-6.79214, 3.73970, 2.13811)  0.101
O (0.51149, -0.25218, 4.15747)  -0.189
H (-2.59600, 0.11051, -6.24024)  0.100
H (0.15485, -3.54324, -6.16284)  0.094
H (6.17427, 2.29740, 2.64189)  0.108
C (1.43740, 0.42351, 3.27218)  -0.081
H (-2.67149, -1.94670, 2.69588)  0.103
H (-2.84642, 5.20890, -5.08285)  0.115
O (0.74029, 7.17513, 5.36395)  -0.192
H (3.19114, -4.93991, -3.87778)  0.125
N (-1.24545, 5.47173, -3.05471)  -0.050
H (-4.33972, 5.74801, -2.02360)  0.116
H (0.95883, -2.68642, 1.57052)  0.079
H (-0.88568, 3.21081, 2.04146)  0.108
C (-2.19049, -5.52023, 3.90445)  -0.591
H (2.89149, 3.86393, -3.62543)  0.134
H (-6.53578, -1.85627, 0.24391)  0.110
H (-6.50419, -0.78460, -4.98335)  0.088
H (7.85508, -1.88425, 4.26595)  0.096
H (4.01653, 2.08468, 8.39298)  0.082
C (-6.58546, 1.90294, 1.79984)  -0.214
H (7.87537, -3.11423, 3.09594)  0.118
H (1.50375, -2.46573, 7.32894)  0.095
H (1.96903, 4.94298, 6.35191)  0.108
H (-7.56063, 1.80132, 2.27607)  0.123
C (3.92504, -3.24234, 2.15640)  -0.176
H (-3.57900, -3.06558, -6.20450)  0.079
H (4.99255, 1.96115, -1.87459)  0.106
H (2.79571, -1.39182, -6.66663)  0.112
H (-1.10027, -2.35427, -5.85747)  0.073
H (-2.88614, -4.49122, -8.62896)  0.123
O (-4.88306, -5.64822, 3.19558)  -0.329
H (0.84595, -4.96436, 11.17995)  0.086
H (-1.09767, -5.37119, -7.17125)  0.112
H (-3.37128, -1.73530, -8.10127)  0.111
H (-1.64782, 5.77015, -7.86162)  0.086
H (-2.40392, -5.17236, -3.19293)  0.110
F (0.69216, -1.71001, -1.08628)  0.141
C (-1.55839, 6.54533, -4.06060)  -0.142
H (-2.34995, 7.23837, -3.77558)  0.113
H (-0.66327, -3.73651, -1.82282)  0.111
H (-0.07741, -5.35885, 0.60320)  0.131
C (-1.80012, 0.81676, -6.00383)  -0.225
H (-0.95243, -1.91017, 8.72466)  0.120
H (-6.94835, -3.13641, 1.37616)  0.132
H (-0.37035, 4.52933, -7.89628)  0.098
C (5.36958, 0.94999, 6.15468)  -0.190
H (-3.41098, 5.44889, 2.69893)  0.090
C (-5.79147, -0.12424, -5.47737)  -0.131
C (2.48373, 5.76977, -5.28852)  -0.058
H (5.83361, -0.72363, -6.64093)  0.083
C (-2.01925, 5.84760, -5.39263)  -0.213
C (-6.11589, -2.62313, 0.89485)  -0.124
C (-0.69267, 5.94718, -1.80772)  -0.223
C (1.59753, -4.90584, 10.39268)  -0.100
H (-5.82440, 4.37077, -0.15032)  0.040
H (-5.25136, 0.51128, -4.77559)  0.082
H (4.99752, 1.99098, -4.87132)  0.047
O (5.72568, 2.40901, -4.40589)  -0.047
C (-3.46051, -3.27037, -3.02699)  -0.139
C (-0.19017, -2.60200, 8.36630)  -0.199
O (-0.78599, 0.11539, -5.31147)  -0.086
H (1.09768, 4.27433, -3.76236)  0.090
H (3.05534, 4.69176, 1.93514)  0.073
C (5.58028, 1.39776, 2.48088)  -0.181
H (5.41722, -4.17813, 2.99742)  0.091
C (3.41228, -6.91480, 1.87869)  -0.099
H (3.68311, -7.15059, 0.84954)  0.085
C (1.97049, 3.79354, -4.20413)  -0.257
H (-0.34120, -3.50178, 10.31762)  0.117
O (2.19665, 4.37012, -5.42966)  -0.187
C (0.22011, -1.35396, 6.26512)  -0.186
C (-4.77530, -1.35623, -2.54394)  -0.031
C (5.18966, -0.31784, -7.42117)  -0.119
H (-2.55512, -2.68628, -3.19196)  0.099
H (-0.12351, 4.67546, 5.18830)  0.105
H (2.38752, -4.57405, 1.34789)  0.086
H (3.10608, 0.87355, 7.55180)  0.075
C (-3.08119, -4.68692, -2.49025)  -0.149
N (5.07250, 1.00680, 3.80660)  -0.070
H (1.75508, -5.93838, 10.08100)  0.087
H (5.79677, 0.39799, -7.97533)  0.088
H (2.19061, -2.87764, -3.08931)  0.113
H (-2.90806, 4.21493, 1.57082)  0.062
C (3.88401, 3.99876, 2.08058)  -0.072
O (4.30197, -2.62789, -3.16327)  -0.060
H (6.59381, 0.14183, 4.61728)  0.107
H (-4.31367, 3.30823, -2.31763)  0.117
C (-3.82201, 3.73342, -1.44266)  -0.184
H (0.65908, 2.34810, -5.14159)  0.113
H (3.15034, 2.03171, -5.35403)  0.091
H (2.32269, 2.61435, -0.95619)  0.086
F (0.98606, 0.34477, -1.82291)  0.155
H (-4.53542, -2.79320, -8.85594)  0.121
H (-3.88076, -3.24229, -4.03233)  0.119
C (0.75784, 8.56788, 5.14017)  -0.106
C (3.49699, 1.88647, 7.45548)  -0.101
C (3.20073, -4.69525, -2.81564)  -0.265
O (-3.31206, -6.84964, 1.68883)  -0.331
H (1.45895, 0.35986, -6.16425)  0.099
C (-1.23586, 4.90144, -7.34807)  -0.120
H (-2.47688, 6.52897, -6.10986)  0.111
H (0.16145, 6.56646, -2.08168)  0.110
H (-3.07402, 2.25067, -0.49646)  0.011
H (2.69507, 2.62205, 7.39263)  0.081
H (-3.49715, 3.72090, 3.27360)  0.086
H (-0.32653, -3.20666, -4.49298)  0.082
C (6.05046, 1.06540, 4.81701)  -0.236
O (-5.36726, -3.60055, 0.11702)  -0.289
H (-3.93475, 5.58960, -0.34037)  0.107
H (-5.50007, -1.57909, -3.32697)  0.077
H (3.81623, -7.68339, 2.53761)  0.088
H (5.01893, -0.06928, 6.31662)  0.115
C (1.21058, -0.68740, 5.30014)  -0.245
O (0.94747, 4.20384, -1.39980)  -0.190
Cr (-3.27784, -3.04528, 0.01229)  0.773
H (-3.93381, -0.79345, -2.94802)  0.079
C (1.85179, 6.41989, 4.89115)  -0.220
H (-1.03458, 4.29762, -0.64130)  0.105
C (1.82677, 4.93934, 5.27124)  -0.203
O (-2.22863, -1.49702, -0.73201)  -0.373
H (3.41224, -3.06515, 3.10178)  0.106
F (-2.42461, -6.49737, 4.79974)  0.131
H (-3.97763, -5.29963, -2.58556)  0.118
N (-2.46822, -4.75122, -1.17309)  -0.067
C (6.28231, 1.45823, -3.54722)  -0.254
H (-7.31687, 1.58468, -0.19011)  0.129
H (8.47441, -2.75352, 6.14633)  0.086
O (4.07170, 0.31649, -6.83746)  -0.215
H (0.99891, 4.65924, 2.88833)  0.099
H (6.57043, 0.53841, -4.05617)  0.122
H (-7.18151, 0.11777, 0.68137)  0.103
N (-4.12409, -1.42959, 1.22599)  -0.064
H (6.13413, -1.39322, 2.66340)  0.085
O (4.41105, 2.02490, 6.38222)  -0.194
H (-0.66357, 4.78998, -3.52027)  0.077
C (7.46872, -3.17363, 6.15996)  -0.159
H (1.57429, 6.23954, -4.91393)  0.075
H (-0.25497, 8.96997, 5.11487)  0.083
H (2.12073, -1.25811, 5.11572)  0.117
O (3.42265, 2.62839, 1.84438)  -0.245
H (-3.06814, 2.56913, -5.91915)  0.108
O (-4.32885, -0.23818, 4.12444)  -0.216
H (-1.35707, 6.61291, -1.25683)  0.123
H (2.77856, 6.87548, 5.23994)  0.120
H (-7.08456, -4.62861, -0.24962)  0.102
H (6.62389, 1.98983, 4.74836)  0.124
H (-5.29986, -0.79569, -1.77017)  0.091
O (-3.80735, 2.84279, -0.31421)  -0.106
N (-3.79689, -3.49600, -7.09183)  -0.046
C (-5.26785, -1.89831, 1.96845)  -0.159
H (4.28888, 1.57650, 4.09205)  0.085
H (-2.76635, 3.83404, -1.69479)  0.089
C (-0.78570, 3.45797, 3.09834)  -0.193
O (-1.63570, 4.58845, 3.11671)  -0.230
N (5.36878, -3.37051, 2.39286)  -0.064

Its multiplicity is 5. As for the total charge: 0. Its orbital gap (spin up / spin down) is 8.01 / 8.96 eV.